Record 1
The following is a quantum chemistry calculation of one molecule with the formula C2H4N6 at a distorted geometry, from the OMol25 dataset.

```
12
Properties=species:S:1:pos:R:3:forces:R:3
H -0.95218 -1.15636 1.23319 -0.28 0.19 0.21
N -1.89557 -0.87306 0.93945 0.46 -0.43 0.29
C -1.84714 -0.12173 -0.05678 -0.14 0.12 -1.48
N -0.71603 0.41651 -0.72038 -0.35 -0.33 0.29
N 0.58297 0.09923 -0.39773 0.07 0.74 0.83
C 1.37488 0.76046 0.50331 -0.92 0.72 0.15
N 2.48772 0.12005 0.69142 -0.88 -0.50 -1.06
N 2.36444 -0.98557 -0.15490 0.20 0.05 0.15
N 1.25646 -1.00641 -0.78246 0.08 0.07 0.25
H -2.77877 0.12621 -0.63671 0.88 0.13 0.79
H -0.89952 0.91794 -1.57070 0.46 -0.05 -0.21
H 1.02274 1.70272 0.95230 0.42 -0.72 -0.21
```
Positions in Å, forces in eV/Å.

Values from the calculation:
- E_HOMO: -10.4 eV
- Total charge: 0
- SMILES: [H]/N=C\Nn1cnnn1
- ΔE to the lowest compared entry with this formula, charge and spin: 37.5 kcal per mole
- Total energy: -11076.58879 eV
- Maximum force: 1.49 eV/Å

---

Record 2
The following is a quantum chemistry calculation of one molecule with the formula C3H4N2O2 at a distorted geometry, from the OMol25 dataset.

```
11
Properties=species:S:1:pos:R:3:forces:R:3
C -1.83057 -0.23077 0.04591 2.86 -7.42 0.38
C -0.37224 0.22942 -0.49176 -4.70 1.01 4.23
N -0.06985 1.52871 -0.19031 0.42 -4.67 -1.47
N 1.28444 1.48014 0.02758 1.74 -2.25 -1.31
C 1.68752 0.20287 -0.17599 -7.45 4.29 1.52
O 2.80518 -0.25820 -0.04199 5.63 -3.14 0.84
O 0.60970 -0.70704 -0.27873 1.41 3.42 -1.50
H -2.46654 -1.09302 -0.52793 2.06 2.04 1.06
H -1.95731 -0.54423 1.23454 1.37 0.49 -2.95
H -2.37828 0.54289 0.05772 -4.05 6.02 -0.51
H 2.68795 -1.15076 0.34097 0.72 0.22 -0.30
```
Positions in Å, forces in eV/Å.

Values from the calculation:
- E_HOMO: -9.1 eV
- Total charge: 0
- SMILES: Cc1nnc(O)o1
- ΔE to the lowest compared entry with this formula, charge and spin: 114.9 kcal per mole
- Total energy: -10247.28145 eV
- Maximum force: 8.74 eV/Å

---

Record 3
The following is a quantum chemistry calculation of an isolated ion of composition C6H14BN2O4 and charge -1, from the OMol25 dataset.

```
27
Properties=species:S:1:pos:R:3:forces:R:3
C 2.58217 -0.35017 1.04457 -0.12 0.07 0.01
C 2.64062 0.80706 0.03683 -0.15 -0.04 0.13
C 1.27884 1.08760 -0.58712 0.03 -0.09 -0.01
N 0.77257 -0.11548 -1.23223 -0.14 0.32 -0.13
N -0.64048 -0.00224 -1.49220 -0.05 -0.05 -0.01
C -1.42974 -1.01229 -0.75720 -0.02 -0.31 0.08
C -1.87529 -0.50667 0.61047 -0.04 0.14 -0.02
B -2.37922 0.96587 0.79559 -0.09 0.05 0.05
O -2.47622 1.49109 2.08807 0.48 0.31 -0.22
O -2.80682 1.80596 -0.20816 0.22 -0.24 -0.12
C -0.66697 -2.38764 -0.64723 -0.14 0.00 -0.26
O -0.04042 -2.59807 0.40828 -0.06 -0.12 0.11
O -0.78298 -3.11638 -1.66463 0.15 0.21 0.13
H 3.21382 -0.14856 1.91334 0.09 -0.08 -0.05
H 1.55857 -0.50542 1.39224 0.03 -0.01 -0.01
H 2.86862 -1.29965 0.59697 0.00 0.01 0.02
H 2.96469 1.72261 0.54237 0.12 0.01 -0.13
H 3.36239 0.58301 -0.75576 0.07 0.11 0.06
H 0.57689 1.34905 0.20907 -0.02 -0.03 -0.04
H 1.32993 1.95105 -1.27137 -0.03 0.04 0.05
H 1.23378 -0.21242 -2.12892 0.09 -0.25 0.08
H -0.78906 -0.18565 -2.47525 0.07 -0.02 -0.01
H -2.30117 -1.22574 -1.38090 -0.02 0.19 0.00
H -2.68756 -1.15106 0.97753 0.12 -0.09 0.01
H -1.04740 -0.70408 1.30776 -0.04 -0.02 0.00
H -1.85621 1.03958 2.66664 -0.21 -0.20 0.14
H -2.60335 2.71864 0.01124 -0.36 0.09 0.15
```
Positions in Å, forces in eV/Å.

Values from the calculation:
- E_HOMO: -3.8 eV
- Total charge: -1
- SMILES: CCCNN[C@H](CB(O)O)C(=O)[O-]
- ΔE to the lowest compared entry with this formula, charge and spin: 0.0 kcal per mole
- Total energy: -18298.98832 eV
- Maximum force: 0.62 eV/Å

---

| no. | HOMO-LUMO gap (eV) |
| --- | --- |
| 1 | 10.96 |
| 2 | 9.22 |
| 3 | 6.72 |